The molecule C8H9NO at a distorted geometry. Source: the OMol25 dataset; level of theory: the ωB97M-V functional and the def2-TZVPD basis.

HOMO-LUMO gap = 0.3009 Eh
E = -440.07433 hartree

```
19
C8H9NO the ωB97M-V functional and the def2-TZVPD basis
C 1.899 0.793 0.087
C 0.764 1.545 0.031
C 1.388 -0.542 -0.082
C 0.041 -0.589 -0.246
C -2.822 0.707 0.267
C -1.645 1.265 0.067
C -3.205 -0.704 0.121
C 2.425 -1.682 0.107
N -0.342 0.753 -0.108
O -4.376 -0.947 -0.260
H 2.897 1.033 0.037
H 0.477 2.589 0.272
H -3.667 1.335 0.617
H -1.520 2.318 0.311
H -0.809 -1.302 -0.215
H 3.453 -1.288 -0.022
H 2.480 -2.204 1.050
H 2.206 -2.344 -0.653
H -5.020 -0.091 -0.383
```